(1)
Entry from the OMol25 dataset: a cluster of 2 separate species, C4H12N2 in total at a distorted geometry (ωB97M-V/def2-TZVPD).

Geometry as XYZ:
```
18
Properties=species:S:1:pos:R:3:forces:R:3
N 0.03548 -2.23094 -1.52934 -3.96 3.75 3.08
N 0.23784 1.65027 0.62008 0.89 -2.99 -0.22
C 1.12025 -2.25115 -0.47049 -0.16 1.69 -0.53
C -1.11272 -2.01663 -0.85798 1.17 -1.67 -2.73
C 0.82639 2.97882 0.57172 0.17 -0.99 0.41
C -1.17525 1.36861 1.08672 1.88 -2.55 -0.81
H 1.15098 -1.41303 0.41215 -0.71 -1.99 -2.31
H -1.73895 0.74446 0.28470 0.93 1.05 1.29
H -2.06106 -1.48520 -1.32491 1.93 -1.60 0.65
H 0.56718 3.25464 1.57609 0.31 2.24 0.30
H 0.96815 -3.22989 -0.10122 1.23 -1.19 1.00
H -1.79495 2.18656 1.34433 -0.23 1.27 0.16
H -1.04371 0.72954 2.00271 -0.61 0.49 -0.79
H 0.94788 1.00155 1.10452 -2.00 1.36 -1.00
H 1.95442 -2.01609 -1.14286 0.54 -0.77 0.95
H -1.22782 -2.67026 0.06189 -0.05 1.79 -0.12
H 0.47430 3.55493 -0.28234 -0.40 0.32 0.41
H 1.93830 2.92964 0.45000 -0.94 -0.22 0.25
```
Forces are in eV/Å.

Max |F|   6.26 eV/Å
DFT total energy   -7318.4820 eV
2S+1   1
ΔE to the lowest compared entry with this formula, charge and spin   104.9 kcal/mol
HOMO   -0.303 Eh

Löwdin population analysis, charges in e, atoms 1 to 8: -0.10 -0.23 -0.17 -0.10 -0.16 -0.12 0.10 0.07

(2)
Entry from the OMol25 dataset: a cluster of 3 separate species, C2H12NO2S in total at a distorted geometry (ωB97M-V/def2-TZVPD).

Geometry as XYZ:
```
18
Properties=species:S:1:pos:R:3:forces:R:3
S 0.84196 -2.76641 0.13379 0.14 -0.29 0.28
O -1.56735 1.23679 2.73249 -2.43 3.32 4.64
O 0.77971 1.23671 -3.92482 2.30 -0.56 0.83
N 0.65709 0.36764 1.00661 1.44 2.68 0.22
C -0.03620 -0.23667 -0.20071 -1.67 -0.44 -0.83
C -0.59498 -1.64554 0.14230 0.05 0.56 -4.97
H 1.57605 0.62700 -3.77298 -1.75 1.22 -0.54
H -2.50816 1.70963 2.93067 2.65 -1.84 -1.73
H -1.37084 -1.55983 0.90541 0.45 -0.81 0.16
H -0.11356 0.96789 1.46069 1.50 -0.30 -0.29
H -1.05691 -1.97013 -0.95076 0.25 0.95 3.13
H 1.10376 -2.49761 -1.19210 -0.14 -0.30 0.94
H 1.03042 -0.23458 1.80133 -0.68 0.12 -1.70
H 1.57123 0.95555 0.63353 -3.20 -1.47 1.52
H -1.26594 1.59170 3.69269 0.01 -1.56 -3.08
H 1.19124 2.12222 -3.81482 -0.51 -0.68 -0.25
H 0.73796 -0.29563 -0.99541 -0.85 0.07 0.46
H -0.97547 0.39125 -0.58791 2.43 -0.67 1.20
```
Forces are in eV/Å.

Max |F|   6.20 eV/Å
Net charge   +1
DFT total energy   -18680.5749 eV
2S+1   1
ΔE to the lowest compared entry with this formula, charge and spin   61.2 kcal/mol
HOMO   -0.477 Eh

Löwdin population analysis, charges in e, atoms 1 to 8: 0.71 -0.17 -0.11 0.11 -0.29 -0.55 0.07 0.14

(3)
Entry from the OMol25 dataset: a cluster of 2 separate species, C20H25N7O2S2 in total at a distorted geometry (ωB97M-V/def2-TZVPD).

Geometry as XYZ:
```
56
Properties=species:S:1:pos:R:3:forces:R:3
S 3.07776 2.23941 -0.56355 0.08 -0.13 -0.23
S -0.93725 1.20698 -3.61228 0.15 -0.17 0.79
O -1.27678 -1.51287 4.40666 0.40 0.11 0.11
O 2.10662 -1.85555 -0.00961 -0.13 0.21 0.18
N 3.22067 3.97241 -2.73970 0.75 -0.27 -0.76
N 1.99211 4.69384 -1.10870 -0.26 -0.03 0.08
N 0.46163 -0.88949 3.11650 1.02 0.03 -0.61
N 0.17308 0.68634 -1.31366 1.09 0.46 -0.96
N 1.19064 -3.11579 1.59611 -0.60 -0.46 0.79
N -2.03759 0.40430 -1.09316 -0.60 0.39 -1.06
N 1.98407 5.63808 -2.10923 0.17 0.11 -0.08
C -5.45962 -0.95227 -0.85293 0.44 0.42 -0.31
C 1.19536 1.00757 -2.19923 -0.52 0.01 -0.76
C -4.11654 -0.66547 -0.58921 -0.66 -0.16 -0.16
C 0.79328 1.31552 -3.47190 0.25 -0.17 0.81
C -6.07981 -0.39796 -1.97357 0.08 0.08 -0.07
C 2.73619 3.69200 -1.49224 -0.19 0.42 -0.46
C -1.70221 -1.57350 2.10073 0.42 0.41 -0.02
C -0.80764 -1.30513 3.29521 -0.98 -0.29 0.42
C 2.73100 5.20351 -3.08976 -0.24 -0.43 0.92
C -5.35874 0.45261 -2.81408 0.26 -0.32 0.59
C 1.17388 -0.64534 1.85130 -0.38 -0.21 -0.25
C 1.51730 -1.92923 1.06330 0.55 0.21 -0.71
C 1.43952 -4.40762 0.95785 0.17 0.48 -0.15
C 2.64905 0.95879 -1.81535 -0.59 0.22 -0.02
C -0.98361 0.75172 -1.91348 0.37 -0.34 1.00
C -3.37344 0.17236 -1.42920 -0.59 -0.10 -0.05
C 1.35913 -0.66538 4.24107 0.28 -0.08 0.78
C -4.01878 0.74350 -2.53613 -0.17 -0.08 -0.04
C 2.45000 0.09273 2.27303 0.15 -0.22 0.23
C 2.75428 -0.51081 3.64181 -0.41 0.14 -0.25
H 3.90013 3.42394 -3.25248 -0.25 0.15 0.17
H 3.27363 1.08833 -2.70116 -0.09 0.03 0.06
H 0.59075 0.01110 1.20668 0.00 -0.22 -0.31
H 1.45835 1.57545 -4.28649 -0.38 -0.02 -0.02
H 2.23600 1.15740 2.38355 0.03 -0.04 -0.16
H -5.84216 0.90088 -3.67739 0.13 -0.04 0.12
H 3.21991 -1.49059 3.52147 0.13 0.05 0.09
H 2.92877 5.73457 -4.01627 -0.02 -0.31 0.25
H -2.69025 -1.17921 2.33199 0.06 -0.08 0.07
H -1.73194 0.12862 -0.17043 -0.04 0.08 -0.29
H -7.12156 -0.61942 -2.18705 0.15 0.03 0.03
H 2.50944 -4.62478 0.96636 -0.06 -0.08 -0.08
H 2.86985 -0.02779 -1.40711 0.09 0.15 0.41
H -3.51212 1.44269 -3.18671 0.13 -0.01 0.06
H -1.32505 -1.10350 1.20003 0.06 -0.16 -0.23
H 0.90636 -5.19842 1.48757 0.03 0.22 0.03
H -6.01827 -1.60828 -0.19160 0.14 0.09 -0.06
H 1.09853 -4.37937 -0.07956 0.07 0.01 0.11
H 1.33829 -1.50376 4.93961 -0.32 0.17 0.09
H 3.27349 -0.05380 1.57328 -0.23 0.13 -0.13
H -3.65430 -1.11761 0.27654 0.12 0.02 0.00
H 0.75366 -3.11171 2.50472 0.06 -0.02 -0.09
H 1.07093 0.25438 4.75285 -0.10 -0.11 0.21
H -1.76869 -2.64907 1.94946 -0.05 -0.01 -0.07
H 3.38260 0.14474 4.24556 0.04 -0.23 0.01
```
Forces are in eV/Å.

Max |F|   1.52 eV/Å
DFT total energy   -57342.6539 eV
2S+1   1
HOMO   -0.292 Eh

Löwdin population analysis, charges in e, atoms 1 to 8: 0.94 1.04 0.05 0.05 0.07 0.01 -0.02 0.10

(4)
Entry from the OMol25 dataset: the molecule C2H6OS2 at a distorted geometry (ωB97M-V/def2-TZVPD).

Geometry as XYZ:
```
11
Properties=species:S:1:pos:R:3:forces:R:3
S 0.14450 -1.54836 -0.26290 -0.27 -0.55 0.12
S 2.64009 0.02115 0.56794 -1.76 -0.51 -1.29
O 1.54275 -0.75912 -0.65475 1.03 0.92 0.73
C -0.81762 0.95271 0.33912 -2.27 -2.06 -1.29
C -1.15887 -0.32642 -0.60243 2.09 1.91 1.94
H -1.74496 1.28421 0.82854 0.51 -0.15 0.17
H -0.09757 0.51096 0.97100 0.68 0.54 1.35
H 3.14724 -1.12059 1.00739 0.19 -0.43 0.13
H -2.11099 -0.71501 -0.33518 -0.66 -0.73 0.08
H -0.45329 1.75027 -0.24411 0.71 0.89 -0.59
H -1.09129 -0.04982 -1.61462 -0.25 0.18 -1.36
```
Forces are in eV/Å.

Max |F|   3.44 eV/Å
DFT total energy   -25887.0231 eV
2S+1   1
ΔE to the lowest compared entry with this formula, charge and spin   38.6 kcal/mol
HOMO   -0.319 Eh

Löwdin population analysis, charges in e, atoms 1 to 8: 0.81 0.72 -0.98 -0.13 -0.46 0.07 -0.02 -0.17